Record 1
C2H8O4 | ωB97M-V/def2-TZVPD

```
14
Properties=species:S:1:pos:R:3:nbo_charge:R:1
O -3.415 -0.773 1.268 -0.9440
O 0.448 -0.371 -1.081 -0.6148
O 1.366 0.862 0.514 -0.7015
O -1.626 1.342 -0.063 -0.9745
C 1.446 -0.061 -0.486 0.8012
C 2.839 -0.511 -0.678 -0.7318
H -1.961 0.482 0.219 0.4914
H 3.406 -0.467 0.250 0.2408
H 2.822 -1.572 -0.922 0.2397
H -4.199 -1.332 1.072 0.4765
H 3.375 0.089 -1.407 0.2505
H -1.148 1.128 -0.879 0.4856
H -3.820 0.012 1.600 0.4716
H 0.468 1.170 0.593 0.5093
```

Results
energy above the lowest of the compared OMol25 structures with the same formula, charge and spin	31.0	kJ/mol
HOMO-LUMO gap	0.4124	hartree
DFT total energy	-381.9861	Eh
SMILES	CC(=O)O.O.O
E_LUMO	0.68	eV

***

Record 2
C5H12N2O | ωB97M-V/def2-TZVPD

```
20
Properties=species:S:1:pos:R:3:nbo_charge:R:1
O 1.635 -2.078 0.753 -0.5876
N -1.008 2.306 0.705 -0.9379
N 0.156 -0.497 -0.077 -0.5434
C -1.169 -0.166 -2.193 -0.9209
C 0.242 -0.033 -1.478 -0.4959
C 0.579 0.532 0.952 -0.2471
C -0.712 1.131 1.529 -0.2329
C 0.698 -1.826 0.142 0.5424
H -1.577 -1.131 -1.998 0.1932
H 0.076 -2.670 -0.347 0.0885
H -1.098 0.443 -3.202 0.1752
H 0.309 1.087 -1.524 0.1511
H -1.955 2.245 0.318 0.3442
H 1.236 1.401 0.590 0.1948
H -1.517 0.391 1.611 0.1962
H 1.229 0.155 1.772 0.2055
H -0.473 2.562 -0.172 0.3418
H 1.174 -0.267 -2.093 0.1910
H -1.907 0.357 -1.625 0.1851
H -0.439 1.564 2.539 0.1567
```

Results
net charge	-1
energy above the lowest of the compared OMol25 structures with the same formula, charge and spin	259.0	kJ/mol
HOMO-LUMO gap (spin up / spin down)	0.0990 / 0.3374	hartree
⟨S²⟩	0.751
DFT total energy	-382.3333	Eh
multiplicity	2
E_LUMO (spin up / spin down)	3.85 / 3.76	eV

***

Record 3
C6H6 | ωB97M-V/def2-TZVPD

```
12
Properties=species:S:1:pos:R:3:nbo_charge:R:1
C 1.951 0.390 -0.260 -0.6413
C -0.575 0.311 0.167 -0.4490
C -0.253 -1.104 -0.119 -0.5046
C 3.137 -0.141 -0.265 0.3195
C 0.802 0.455 0.857 -0.2512
C 1.080 -0.967 0.745 0.0791
H -0.864 0.969 -0.604 0.2158
H 0.880 1.106 1.683 0.2356
H -0.874 -1.941 0.466 0.2437
H -0.198 -1.409 -1.225 0.2335
H 1.494 0.990 -1.036 0.2963
H -1.454 0.356 0.887 0.2225
```

Results
energy above the lowest of the compared OMol25 structures with the same formula, charge and spin	860.3	kJ/mol
HOMO-LUMO gap (spin up / spin down)	0.2942 / 0.2942	hartree
DFT total energy	-231.8987	Eh
E_LUMO (spin up / spin down)	-0.69 / -0.69	eV

***

Record 4
C39H37ClFIN7O2 | ωB97M-V/def2-TZVPD

```
88
Properties=species:S:1:pos:R:3:lowdin_charge:R:1
I -3.095 -0.610 5.175 1.1624
Cl -0.489 -3.505 -0.511 0.7659
F -0.865 0.258 3.182 0.1527
O -0.580 0.733 -1.350 0.2036
O -0.332 -0.453 0.527 0.0875
N 3.270 -2.595 -3.338 0.0643
N -3.177 -2.406 1.403 0.1198
N 2.764 4.650 1.610 0.0496
N 0.166 3.491 7.796 0.0596
N 8.431 -2.983 -0.556 0.0523
N -3.492 -2.067 2.644 0.0943
N -5.182 -3.602 -4.196 0.0494
C -0.732 4.267 8.399 -0.1445
C -1.755 4.028 2.282 -0.0444
C -0.085 2.503 1.460 -0.0281
C -6.543 -4.020 -6.126 -0.0604
C -1.350 -0.963 1.252 -0.1410
C -0.291 2.434 7.131 -0.1563
C -6.209 -1.782 -5.376 -0.0670
C -6.780 -2.664 -6.278 -0.0673
C -3.113 -3.093 -1.440 -0.2315
C 6.535 -2.160 -1.773 -0.0739
C 1.621 -1.049 -2.534 -0.0765
C 8.585 -0.941 -1.802 -0.0765
C 4.060 4.569 1.914 -0.1490
C -5.422 -2.300 -4.361 -0.1642
C -2.711 -1.188 3.208 -0.6506
C -1.613 -0.596 2.549 -0.2271
C -2.100 4.030 8.367 -0.0670
C -1.904 -2.417 -0.722 -0.5298
C 2.885 -1.617 -2.518 -0.1447
C 7.265 -1.065 -2.205 -0.0809
C 2.373 -3.034 -4.219 -0.1421
C 2.459 4.955 0.348 -0.1630
C 4.743 5.080 -0.308 -0.0730
C -0.442 3.563 2.268 -0.0598
C -2.707 3.452 1.445 -0.0584
C -2.185 -1.934 0.668 -0.1402
C -1.636 2.110 7.034 -0.1181
C 0.703 -1.518 -3.459 -0.0942
C -2.559 2.927 7.668 -0.0810
C -2.361 2.389 0.628 -0.0209
C 3.402 5.173 -0.644 -0.0692
C -1.054 1.905 0.652 -0.1643
C 7.164 -3.085 -0.952 -0.1538
C -2.941 -4.592 -1.684 -0.1333
C 9.118 -1.925 -0.982 -0.1570
C 1.084 -2.532 -4.322 -0.0673
C 5.082 4.774 1.000 -0.0661
C -5.742 -4.434 -5.074 -0.1454
C -0.665 0.748 -0.180 -0.3564
H -3.772 -3.112 0.980 0.1793
H -3.844 -4.927 -2.192 0.0628
H -6.968 -4.742 -6.808 0.1072
H -0.294 -1.095 -3.508 0.0999
H -5.534 -5.487 -4.919 0.1064
H 2.712 -3.830 -4.873 0.1080
H -2.007 4.839 2.948 0.1128
H -7.401 -2.300 -7.087 0.1112
H -3.619 2.709 7.618 0.1045
H 6.115 4.695 1.307 0.1051
H -3.713 3.845 1.445 0.1105
H -1.947 1.236 6.471 -0.0701
H -6.369 -0.715 -5.457 0.1044
H 5.511 5.246 -1.052 0.1088
H 0.464 1.819 6.652 0.1034
H 10.147 -1.868 -0.646 0.1029
H -3.198 -2.610 -2.408 0.0908
H -4.956 -1.639 -3.636 0.0895
H 0.309 4.006 2.904 0.1065
H 0.400 -2.927 -5.062 0.1032
H 1.399 5.029 0.128 0.0986
H 1.368 -0.263 -1.847 0.0758
H 3.092 5.414 -1.651 0.1033
H -4.058 -2.929 -0.922 0.1050
H 6.629 -3.956 -0.589 0.1025
H -2.131 -4.809 -2.369 0.0698
H 9.191 -0.102 -2.116 0.0996
H -0.331 5.121 8.933 0.1072
H -1.532 -1.598 -1.324 0.0864
H -2.873 -5.154 -0.757 0.0695
H -3.110 1.949 -0.018 0.1220
H -2.783 4.695 8.878 0.1045
H 4.284 4.324 2.946 0.1051
H 0.925 2.121 1.428 0.1290
H 3.635 -1.276 -1.811 0.0950
H 6.813 -0.319 -2.847 0.1037
H 5.504 -2.298 -2.067 0.0586
```

Results
net charge	+1
energy above the lowest of the compared OMol25 structures with the same formula, charge and spin	0.0	kJ/mol
HOMO-LUMO gap	0.2272	hartree
DFT total energy	-2899.5413	Eh
E_LUMO	-4.61	eV

***

Record 5
C27H24N4 | ωB97M-V/def2-TZVPD

```
55
Properties=species:S:1:pos:R:3:nbo_charge:R:1
N 3.999 0.523 -1.468 -0.3065
N -4.680 -1.023 0.359 -0.4322
N 1.624 2.709 2.568 -0.3501
N -0.251 -3.596 -6.779 -0.3039
C -0.595 -1.357 -4.103 -0.1542
C -1.451 0.722 0.274 -0.1967
C -0.573 -0.353 0.227 -0.0850
C 1.410 0.197 -1.219 -0.3063
C -1.073 -1.648 0.047 -0.1195
C 3.884 0.108 1.698 -0.1890
C 5.043 0.469 2.408 -0.2397
C 2.888 2.151 2.488 0.1253
C 1.434 0.919 1.193 -0.1234
C -0.020 -3.065 -5.761 0.2785
C -3.329 -0.792 0.243 0.1936
C 1.271 3.869 3.360 -0.3979
C -5.528 -0.118 1.110 -0.4048
C 0.949 -0.790 -2.328 -0.0032
C -2.814 0.505 0.432 -0.2747
C 1.784 -1.838 -2.725 -0.1663
C 1.452 -2.620 -3.836 -0.1552
C 2.800 0.984 1.679 -0.0245
C -2.439 -1.863 -0.037 -0.2800
C 0.275 -2.363 -4.544 -0.1904
C 0.753 1.977 1.802 -0.0077
C -0.274 -0.596 -2.982 -0.1994
C 2.862 0.321 -1.296 0.2847
C 4.011 2.521 3.205 -0.2438
C -5.396 -1.929 -0.514 -0.3962
C 5.125 1.675 3.122 -0.2088
C 0.943 -0.127 0.216 -0.2360
H -4.965 0.303 1.953 0.2108
H -0.965 0.171 -2.628 0.2296
H -5.903 0.709 0.485 0.1771
H -0.292 2.278 1.804 0.2168
H -6.096 -2.516 0.092 0.1942
H 0.959 1.176 -1.483 0.2525
H -5.991 -1.364 -1.251 0.1826
H 2.138 -3.398 -4.174 0.2305
H 4.005 3.444 3.779 0.2085
H 0.699 4.552 2.722 0.2052
H -0.377 -2.486 -0.050 0.2095
H -1.507 -1.141 -4.661 0.2311
H 2.722 -2.028 -2.192 0.2266
H 5.903 -0.202 2.411 0.2152
H 3.802 -0.856 1.194 0.2102
H -6.394 -0.684 1.482 0.2042
H -2.835 -2.858 -0.239 0.2156
H -3.489 1.339 0.656 0.2156
H 1.400 -1.079 0.516 0.2204
H 2.196 4.347 3.692 0.2165
H 0.660 3.615 4.239 0.2032
H 6.042 1.949 3.637 0.2144
H -4.703 -2.591 -1.042 0.2118
H -1.090 1.749 0.216 0.2111
```

Results
energy above the lowest of the compared OMol25 structures with the same formula, charge and spin	0.0	kJ/mol
HOMO-LUMO gap	0.2936	hartree
DFT total energy	-1262.2639	Eh
SMILES	CN(C)c1ccc([C@H](c2cn(C)c3ccccc23)[C@@H](C#N)c2ccc(C#N)cc2)cc1
E_LUMO	0.22	eV

***

Record 6
C55H64BrF9N12O2 | ωB97M-V/def2-TZVPD

```
143
Properties=species:S:1:pos:R:3:lowdin_charge:R:1
Br -4.529 2.608 -0.827 0.7975
F 1.339 -0.217 1.682 0.1344
F -1.409 0.572 0.253 0.1016
F -2.557 -1.605 1.438 0.1558
F -0.023 -1.075 3.676 0.1667
F -0.656 -1.162 -0.770 0.1043
F 0.456 -2.083 1.204 0.1760
F -1.763 -2.641 3.132 0.1207
F -0.910 0.649 2.856 0.1642
F -4.561 5.240 -1.178 -0.0174
O -4.355 4.842 0.910 -0.0588
O -4.323 -0.546 2.890 -0.0956
N -6.487 4.040 -5.056 0.0518
N -9.426 -0.667 -4.604 0.0492
N -1.960 -7.016 1.237 0.0509
N 4.154 -6.807 -0.630 0.0509
N -5.836 3.911 3.654 0.0320
N 4.139 0.003 -4.910 0.0521
N 3.393 -6.402 3.987 0.0516
N 2.014 2.239 4.020 0.1475
N 3.564 3.565 2.898 0.1070
N 6.453 -0.241 0.820 0.0553
N 1.182 3.495 2.277 0.0172
N 5.306 5.167 0.841 0.0426
C -4.957 5.876 -4.866 -0.0652
C 7.538 6.032 0.730 -0.0683
C 7.396 6.274 -0.626 -0.0761
C -5.066 3.195 2.607 -0.3194
C 1.878 -7.288 -1.219 -0.0679
C 5.686 -7.005 4.342 -0.0710
C 4.219 -0.837 0.181 -0.0684
C -3.137 -0.795 3.575 -0.0940
C 5.136 -0.028 0.836 -0.1450
C 4.504 -7.038 3.618 -0.1447
C 4.694 -1.925 -0.532 -0.0913
C 3.442 -5.698 5.117 -0.1471
C 5.297 -2.038 -4.415 -0.0712
C -8.584 0.362 -4.518 -0.1507
C -3.905 4.140 2.088 -0.2553
C -5.916 5.346 -6.984 -0.0722
C 5.717 -6.267 5.513 -0.0814
C -1.073 -7.921 1.651 -0.1665
C -10.552 -0.475 -5.288 -0.1656
C -0.572 5.049 2.966 -0.1783
C -2.501 3.556 1.990 -0.1374
C 6.058 -2.162 -0.562 -0.0823
C 0.187 -7.601 2.132 -0.0780
C 4.523 -7.869 -1.346 -0.1657
C 5.188 5.408 -0.465 -0.1493
C 0.548 -6.265 2.186 -0.0922
C 2.256 3.060 3.112 -0.5792
C 4.783 -0.800 -4.063 -0.1536
C -0.357 -5.306 1.760 -0.0678
C -2.056 -1.418 2.658 -0.4157
C 6.889 -1.294 0.129 -0.1566
C -5.081 6.143 -6.219 -0.0809
C -4.633 1.877 3.252 -0.1308
C 4.573 -5.597 5.912 -0.0728
C 2.282 -8.386 -1.959 -0.0776
C 6.196 5.956 -1.241 -0.0690
C 3.633 -8.686 -2.027 -0.0780
C 2.850 -6.535 -0.579 -0.1579
C -0.323 -0.174 0.075 -0.2925
C 6.468 5.478 1.413 -0.1484
C -3.966 4.410 -0.302 -0.7832
C 3.990 -0.430 -6.161 -0.1597
C -1.594 -5.735 1.298 -0.1525
C 0.903 4.941 2.540 -0.2040
C 4.462 -1.652 -6.615 -0.0764
C 0.188 -0.817 1.391 -0.4184
C -5.677 4.816 -4.336 -0.1363
C 5.130 -2.471 -5.720 -0.0813
C -8.818 1.603 -5.094 -0.0711
C -4.335 0.748 2.273 -0.1980
C -9.995 1.780 -5.803 -0.0851
C -1.483 4.733 1.763 -0.1740
C -6.594 4.313 -6.355 -0.1520
C -10.883 0.722 -5.905 -0.0824
C -0.723 -0.627 2.635 -0.4081
H 7.964 -1.443 0.136 0.1012
H 8.209 6.704 -1.197 0.1069
H -5.780 3.012 1.814 0.1174
H 4.310 -1.952 -7.643 0.0999
H 5.813 -2.646 -3.684 0.0908
H -0.775 4.443 3.843 0.1098
H 6.537 5.267 2.475 0.1038
H 4.009 -2.580 -1.057 0.1082
H -5.479 1.536 3.844 0.1262
H 2.579 -5.665 0.010 0.0971
H 1.555 -9.000 -2.475 0.1061
H 1.474 3.388 1.310 0.1096
H -7.261 3.665 -6.915 0.1004
H 4.809 0.838 1.405 0.0975
H -5.608 4.569 -3.283 0.0769
H 5.515 -3.433 -6.035 0.1050
H -6.040 5.520 -8.044 0.1010
H -2.775 0.070 4.124 0.1288
H -7.675 0.175 -3.957 0.1025
H -2.337 -5.022 0.956 0.1029
H -3.377 0.877 1.770 0.0881
H -5.100 0.722 1.510 0.1059
H -2.199 3.102 2.921 0.1021
H 3.575 4.321 2.219 0.0410
H 3.991 -9.534 -2.595 0.0990
H -4.534 6.961 -6.671 0.1046
H -3.837 4.902 2.859 0.1440
H 3.903 3.947 3.773 0.0864
H 4.555 -5.009 6.819 0.1010
H -11.218 -1.329 -5.340 0.0995
H 6.045 6.127 -2.297 0.1031
H -2.906 4.514 -0.503 0.1079
H 3.464 0.245 -6.827 0.1012
H 6.469 -3.002 -1.108 0.0983
H 2.872 2.019 4.525 0.0537
H -5.191 4.044 4.430 0.0733
H 4.887 -0.422 -3.051 0.0938
H 0.463 0.387 -0.420 0.1701
H 4.435 -7.599 2.692 0.1010
H 8.459 6.266 1.247 0.1029
H -6.079 4.838 3.316 0.0759
H -2.041 5.627 1.490 0.1087
H 5.589 -8.068 -1.370 0.0991
H 6.558 -7.542 3.995 0.1012
H -10.217 2.732 -6.270 0.1017
H -0.899 4.437 0.896 0.0968
H 1.575 5.373 3.272 0.1105
H 1.526 -5.976 2.554 0.0724
H -8.096 2.405 -4.989 0.0595
H 0.962 5.459 1.587 0.1095
H -4.317 6.474 -4.232 0.1017
H 0.867 -8.377 2.456 0.1006
H -2.366 2.801 1.225 0.0768
H 2.522 -5.193 5.392 0.1062
H -1.398 -8.954 1.588 0.0988
H -3.379 -1.544 4.321 0.1451
H -11.812 0.820 -6.451 0.0971
H 0.833 -7.019 -1.138 0.1032
H -0.114 -4.255 1.785 0.0759
H 6.621 -6.214 6.107 0.1048
H 3.163 -0.619 0.230 0.0781
H -0.729 6.092 3.243 0.1047
H -3.833 2.022 3.974 0.1105
H 4.231 5.145 -0.904 0.1029
```

Results
HOMO-LUMO gap	0.3462	hartree
DFT total energy	-6414.4631	Eh
SMILES	[H]/N=C(\N)NCCCC[C@@H](O[C@H](F)Br)[C@H](N)CCOCC(F)(F)C(F)(F)C(F)(F)C(F)F.c1ccncc1.c1ccncc1.c1ccncc1.c1ccncc1.c1ccncc1.c1ccncc1.c1ccncc1.c1ccncc1
E_LUMO	0.22	eV

***

Record 7
C3H7N3S | ωB97M-V/def2-TZVPD

```
14
Properties=species:S:1:pos:R:3:nbo_charge:R:1
S -0.333 2.645 -1.501 -0.2981
N -1.798 0.304 -0.212 -0.1921
N 0.352 0.213 -0.133 -0.2239
N -0.731 0.748 -0.628 0.1307
C 1.684 0.620 -0.606 -0.4327
C -0.049 -0.950 0.812 -0.2361
C -1.611 -0.879 0.598 -0.2873
H 2.563 0.196 -0.088 0.2205
H 1.712 1.637 -0.382 0.2411
H 1.712 0.602 -1.646 0.2231
H 0.197 -0.815 1.798 0.2046
H 0.405 -1.797 0.359 0.2074
H -1.992 -1.759 0.069 0.2205
H -2.109 -0.764 1.560 0.2223
```

Results
energy above the lowest of the compared OMol25 structures with the same formula, charge and spin	473.4	kJ/mol
HOMO-LUMO gap	0.2967	hartree
DFT total energy	-680.8019	Eh
SMILES	CN1CCN=[N+]1[S-]
E_LUMO	-0.20	eV